This record from the Open Molecules 2025 dataset describes C25H28F5O2Ti as an isolated structure in a non-equilibrium geometry. The level of theory is ωB97M-V/def2-TZVPD.

total energy	-67173.2987	eV
<S²>	0.755
Kohn-Sham gap (alpha / beta)	7.39 / 8.41	eV
2S+1	2

Structure (XYZ):
```
61
Properties=species:S:1:pos:R:3:forces:R:3
H 3.3003 3.7817 -2.4685 0.054 0.114 -0.108
H 4.1977 -0.7215 -1.0653 -0.303 0.105 -0.194
C 3.9801 -0.0067 -1.8648 0.173 0.040 -0.149
H 5.7234 3.1806 -0.6344 -0.119 -0.119 0.093
F -2.3862 -1.6199 -1.8334 0.303 -0.470 0.364
H -3.1008 0.3475 3.5892 0.019 -0.047 -0.326
H -0.0143 -1.8390 -1.8847 0.170 -0.120 0.645
H 4.9481 3.4360 -3.1013 -0.472 -0.125 -0.002
C 0.0614 -0.4412 2.7912 -0.934 0.336 0.398
C -3.3175 -1.4715 0.3544 0.102 0.110 -0.455
H 6.0624 0.7740 -1.5650 -0.111 -0.263 -0.299
C -5.3798 -2.8280 0.6212 0.256 0.390 0.188
C -3.2069 -2.1299 -0.8629 -0.742 -0.317 -0.086
C 1.8249 -1.6789 -0.6755 0.931 0.291 -0.984
F -3.7201 -3.9017 -2.3955 -0.151 0.318 0.115
H 2.3658 -2.6224 -0.5697 -0.304 -0.039 0.148
H 2.1860 -1.2131 -1.6053 -0.218 -0.505 0.360
C -4.4812 -1.8233 1.0305 -0.345 -0.694 -0.345
H 4.9081 1.9865 0.4251 0.121 -0.083 -0.294
C -2.1962 -0.0789 3.1815 0.951 -0.686 0.981
Ti -1.6585 0.1562 1.0627 -0.630 -1.625 -0.868
H -0.6868 3.2006 0.7418 -0.134 -0.389 0.053
C -2.5344 2.2389 1.5961 -0.411 0.063 -1.189
C -3.1312 1.1730 -0.3733 0.405 1.188 0.045
H -1.3880 1.9509 -1.5590 -0.004 -0.269 0.432
H -0.1952 -2.6145 2.2329 -0.174 0.439 -0.013
C -0.9012 0.5647 3.1294 0.112 -1.219 0.785
C 3.9850 2.9947 -2.7922 -0.463 0.101 0.320
C 2.0688 -0.6460 0.4318 -0.350 -0.355 -0.252
H 1.1387 -0.3337 2.9201 -0.511 0.191 -0.486
H 3.6131 -0.5302 -2.7656 -0.251 0.323 0.563
H -2.7805 -2.2012 2.8055 0.291 0.292 -0.164
C -0.6387 -1.6550 2.5079 -0.057 0.723 0.492
F -4.8588 -1.1754 2.1740 0.246 -0.207 -0.082
H 1.2094 0.8759 -0.9235 0.276 -0.362 0.333
H -2.6012 2.6669 2.5914 0.174 -0.309 -0.177
C 0.3174 -1.7817 -0.8323 -0.236 0.733 0.343
H 4.0802 3.4485 -0.0429 -0.060 0.079 -0.077
H -3.7354 0.6785 -1.1308 0.405 -0.032 0.349
C -4.0087 -3.2113 -1.2722 0.284 0.378 -0.228
H 3.5075 2.4518 -3.6185 0.275 0.219 0.039
C -5.1436 -3.5421 -0.5491 0.068 0.084 0.314
H 0.7739 1.1433 0.7282 -0.262 -0.595 0.111
H 5.3756 1.0180 -3.2479 0.183 -0.284 0.519
C -1.8920 1.8550 -0.5976 -1.023 0.340 0.593
H 3.0627 -0.1862 0.4869 -0.368 -0.334 -0.157
O -0.1606 -0.4933 -0.2936 0.385 -0.165 0.180
O 3.1171 1.1282 -1.3882 2.147 -0.875 -1.334
F -6.0008 -4.4963 -0.9724 0.530 0.401 0.267
F -6.4645 -3.1130 1.3663 0.175 0.090 -0.214
C 4.7718 2.6864 -0.4069 -0.307 0.249 0.199
C 1.0064 0.3468 0.0104 -0.468 0.245 -0.366
C -2.0110 -1.4368 2.7882 0.177 0.397 0.933
C 4.2427 2.0184 -1.6607 1.074 0.438 -0.314
H 1.8457 -1.1162 1.3912 0.013 0.260 -0.221
C -3.5056 1.3764 0.9985 -0.034 1.257 -0.585
C -1.5218 2.5114 0.6244 -0.633 -0.255 -0.371
H -0.6833 1.6120 3.3095 0.005 -0.381 0.294
H -0.1306 -2.5729 -0.2301 -0.109 0.048 -0.120
H -4.4013 0.9904 1.4679 0.221 0.091 -0.075
C 5.1626 0.8887 -2.1751 -0.345 0.791 0.079
```
Forces are in eV/Å.